1.
Formula: C6H10
Source: the OMol25 dataset
Level of theory: wB97M-V/def2-TZVPD

Results
Multiplicity   1
HOMO-LUMO gap   0.335 Eh
HOMO   -8.047 eV
Largest force on an atom   0.0679 Eh/bohr
Charge   0
ΔE to the lowest compared entry with this formula, charge and spin   215.59 kJ/mol

Last column: Löwdin charge in e.
CARTESIAN COORDINATES (ANGSTROEM)
H  0.63  0.59  2.36  0.11
C  -0.58  -0.26  -0.41  -0.31
H  -0.50  1.88  -0.06  0.11
C  -1.74  -0.42  -1.34  -0.06
H  -2.69  -0.56  -0.80  0.08
H  0.62  -1.99  -0.85  0.11
H  1.54  1.52  1.18  0.09
H  -1.35  0.98  1.18  0.11
H  2.53  -0.90  0.80  0.05
H  2.62  -0.11  -0.18  0.17
C  -0.48  0.93  0.51  -0.15
H  -1.61  -1.28  -2.01  0.07
C  0.85  0.70  1.29  -0.18
C  0.49  -1.07  -0.28  -0.09
C  1.55  -0.50  0.59  -0.18
H  -1.87  0.48  -1.96  0.08

---

2.
Formula: C6H10
Source: the OMol25 dataset
Level of theory: wB97M-V/def2-TZVPD

Results
Multiplicity   1
HOMO-LUMO gap   0.383 Eh
HOMO   -9.190 eV
Largest force on an atom   0.0107 Eh/bohr
Charge   0
ΔE to the lowest compared entry with this formula, charge and spin   38.45 kJ/mol

Last column: Löwdin charge in e.
CARTESIAN COORDINATES (ANGSTROEM)
C  1.06  0.62  -0.09  -0.22
H  -2.38  -0.72  -0.70  0.09
H  -0.49  -2.31  -0.81  0.10
H  -2.19  1.22  0.76  0.10
C  0.03  1.29  0.81  -0.21
H  2.06  1.06  -0.08  0.11
H  0.72  -1.15  1.17  0.11
C  0.98  -0.90  0.13  -0.20
H  0.19  -1.05  -1.81  0.11
C  -0.19  -1.26  -0.80  -0.21
H  0.03  2.38  0.67  0.11
C  -1.39  -0.39  -0.39  -0.10
C  -1.30  0.70  0.40  -0.11
H  1.92  -1.42  -0.10  0.11
H  0.68  0.78  -1.10  0.10
H  0.22  1.10  1.87  0.11

---

3.
Formula: C6H10
Source: the OMol25 dataset
Level of theory: wB97M-V/def2-TZVPD

Results
Multiplicity   1
HOMO-LUMO gap (spin up / spin down)   0.275 / 0.272 Eh
HOMO (spin up / spin down)   -8.313 / -8.222 eV
Largest force on an atom   0.0080 Eh/bohr
Charge   0
ΔE to the lowest compared entry with this formula, charge and spin   384.66 kJ/mol

Last column: Löwdin charge in e.
CARTESIAN COORDINATES (ANGSTROEM)
H  1.20  -2.85  0.26  0.07
H  1.12  -0.45  -0.42  0.10
H  -0.31  -2.68  1.16  0.07
H  -2.10  1.11  -0.62  0.11
H  -1.51  -0.36  1.12  0.11
C  -1.05  1.16  -0.30  -0.07
H  -0.02  0.55  1.48  0.12
C  -0.62  0.11  0.68  -0.21
H  1.15  -1.83  1.70  0.08
H  -0.75  2.51  -1.83  0.08
H  -0.33  -1.30  -0.95  0.11
C  0.22  -0.95  -0.06  -0.27
C  1.10  2.27  -0.61  0.09
C  -0.26  2.04  -0.97  -0.26
H  1.58  2.81  -1.46  -0.01
C  0.58  -2.15  0.82  -0.12

---

4.
Formula: C6H10
Source: the OMol25 dataset
Level of theory: wB97M-V/def2-TZVPD

Results
Multiplicity   1
HOMO-LUMO gap   0.388 Eh
HOMO   -9.404 eV
Largest force on an atom   0.0061 Eh/bohr
Charge   0
ΔE to the lowest compared entry with this formula, charge and spin   152.83 kJ/mol

Last column: Löwdin charge in e.
CARTESIAN COORDINATES (ANGSTROEM)
H  -2.01  0.08  0.96  0.08
H  0.08  1.58  1.57  0.10
C  0.08  0.71  0.90  -0.27
C  -0.08  1.31  -0.50  -0.22
C  0.01  0.34  -1.67  -0.10
H  0.59  -2.59  -0.32  0.06
H  1.06  0.23  1.02  0.10
H  -1.10  -0.26  2.44  0.07
H  -0.88  -1.28  1.02  0.05
H  -1.05  1.84  -0.54  0.11
C  -1.03  -0.24  1.35  -0.11
C  1.17  -1.80  -0.81  -0.01
H  -0.34  0.63  -2.66  0.10
H  2.25  -1.82  -0.72  0.06
C  0.57  -0.81  -1.41  -0.13
H  0.70  2.07  -0.64  0.11

---

5.
Formula: C6H10
Source: the OMol25 dataset
Level of theory: wB97M-V/def2-TZVPD

Results
Multiplicity   1
HOMO-LUMO gap   0.373 Eh
HOMO   -8.971 eV
Largest force on an atom   0.0044 Eh/bohr
Charge   0
ΔE to the lowest compared entry with this formula, charge and spin   94.68 kJ/mol

Last column: Löwdin charge in e.
CARTESIAN COORDINATES (ANGSTROEM)
C  -0.66  -0.29  0.41  -0.32
H  2.25  -0.02  1.44  0.08
H  -0.91  -0.40  1.47  0.14
C  2.04  0.25  0.40  -0.05
C  0.60  0.54  0.18  -0.28
H  -1.75  -2.05  -0.26  0.07
C  -1.43  0.89  -0.25  -0.14
H  -0.42  -1.57  -1.33  0.08
H  2.37  -0.58  -0.22  0.08
C  -0.73  -1.65  -0.28  -0.08
H  -0.08  -2.38  0.21  0.07
H  -1.88  0.63  -1.22  0.11
H  -2.19  1.38  0.37  0.10
C  -0.08  1.57  -0.35  -0.04
H  0.23  2.54  -0.73  0.10
H  2.65  1.13  0.15  0.08

---

6.
Formula: C6H10
Source: the OMol25 dataset
Level of theory: wB97M-V/def2-TZVPD

Results
Multiplicity   1
HOMO-LUMO gap   0.397 Eh
HOMO   -9.562 eV
Largest force on an atom   0.0416 Eh/bohr
Charge   0
ΔE to the lowest compared entry with this formula, charge and spin   107.72 kJ/mol

Last column: Löwdin charge in e.
CARTESIAN COORDINATES (ANGSTROEM)
C  0.13  -0.66  -1.46  -0.09
C  0.76  0.50  -0.73  -0.29
C  1.23  0.20  0.66  -0.15
H  0.27  -0.65  -2.54  0.10
H  -2.05  -0.74  0.42  0.11
C  -1.33  0.09  0.48  -0.16
C  -0.73  0.43  -0.88  -0.25
C  -0.11  -0.27  1.41  -0.14
H  0.11  -1.65  -1.01  0.11
H  1.51  1.06  -1.28  0.13
H  -0.26  0.27  2.36  0.10
H  -0.14  -1.33  1.67  0.09
H  2.19  -0.32  0.38  0.12
H  1.65  1.04  1.22  0.09
H  -1.91  0.95  0.85  0.10
H  -1.30  1.08  -1.55  0.13

---

7.
Formula: C6H10
Source: the OMol25 dataset
Level of theory: wB97M-V/def2-TZVPD

Results
Multiplicity   1
HOMO-LUMO gap   0.379 Eh
HOMO   -9.119 eV
Largest force on an atom   0.0515 Eh/bohr
Charge   0
ΔE to the lowest compared entry with this formula, charge and spin   170.84 kJ/mol

Last column: Löwdin charge in e.
CARTESIAN COORDINATES (ANGSTROEM)
C  -1.86  -1.50  -1.45  0.00
H  1.25  3.26  0.29  0.06
C  0.49  1.10  0.19  -0.16
C  1.38  2.24  0.68  -0.12
H  -1.27  -1.18  0.95  0.11
H  2.34  1.91  0.27  0.07
C  0.48  -0.04  0.89  -0.13
H  0.30  1.27  -0.86  0.10
H  0.27  -1.34  -1.68  0.11
H  1.41  2.41  1.78  0.07
C  -0.61  -1.29  -1.04  -0.20
H  -2.13  -1.85  -2.43  0.05
H  -2.71  -1.52  -0.78  0.06
C  -0.32  -1.27  0.42  -0.23
H  0.29  -2.08  0.83  0.11
H  0.70  -0.12  1.95  0.10

---

8.
Formula: C6H10
Source: the OMol25 dataset
Level of theory: wB97M-V/def2-TZVPD

Results
Multiplicity   1
HOMO-LUMO gap (spin up / spin down)   0.272 / 0.272 Eh
HOMO (spin up / spin down)   -8.135 / -8.144 eV
Largest force on an atom   0.0078 Eh/bohr
Charge   0
ΔE to the lowest compared entry with this formula, charge and spin   391.45 kJ/mol

Last column: Löwdin charge in e.
CARTESIAN COORDINATES (ANGSTROEM)
H  0.21  1.71  0.77  0.12
C  -1.02  -1.36  -1.34  0.10
H  1.28  -0.44  1.88  0.10
H  -1.65  -1.97  -2.02  -0.01
H  2.77  -0.77  -0.10  0.07
C  0.87  -0.35  0.87  -0.29
C  -0.23  0.71  0.90  -0.20
C  1.99  -0.01  -0.11  -0.12
H  -0.69  0.76  1.90  0.12
H  -2.76  0.04  -1.47  0.08
C  -1.40  0.67  -0.04  -0.06
H  2.46  0.95  0.16  0.07
C  -1.80  -0.20  -1.00  -0.23
H  0.44  -1.32  0.59  0.07
H  -2.08  1.51  0.15  0.11
H  1.61  0.06  -1.13  0.06

---

9.
Formula: C6H10
Source: the OMol25 dataset
Level of theory: wB97M-V/def2-TZVPD

Results
Multiplicity   1
HOMO-LUMO gap   0.384 Eh
HOMO   -9.197 eV
Largest force on an atom   0.0222 Eh/bohr
Charge   0
ΔE to the lowest compared entry with this formula, charge and spin   118.49 kJ/mol

Last column: Löwdin charge in e.
CARTESIAN COORDINATES (ANGSTROEM)
C  -0.04  -0.34  -0.32  -0.15
H  0.96  -0.60  -3.22  0.07
C  -0.29  0.06  2.15  -0.18
H  -2.11  0.76  1.33  0.06
C  0.16  -0.90  1.05  -0.21
H  -1.44  1.63  2.84  0.05
H  0.42  0.27  2.94  0.09
H  1.09  1.17  -3.02  0.07
C  0.89  -0.02  -1.21  -0.17
C  -1.36  0.85  2.10  -0.01
H  1.18  -1.24  1.25  0.10
H  -0.46  0.32  -2.81  0.07
H  -0.46  -1.80  1.15  0.11
H  -1.07  -0.47  -0.68  0.11
C  0.62  0.26  -2.65  -0.11
H  1.93  0.06  -0.90  0.11

---

10.
Formula: C6H10
Source: the OMol25 dataset
Level of theory: wB97M-V/def2-TZVPD

Results
Multiplicity   1
HOMO-LUMO gap   0.208 Eh
HOMO   -6.840 eV
Largest force on an atom   0.0772 Eh/bohr
Charge   0
ΔE to the lowest compared entry with this formula, charge and spin   745.79 kJ/mol

Last column: Löwdin charge in e.
CARTESIAN COORDINATES (ANGSTROEM)
H  0.07  -1.44  0.89  0.12
C  0.41  0.40  -0.28  -0.22
H  -1.03  -3.38  -0.63  0.06
C  0.02  1.91  0.22  -0.13
C  0.30  -1.87  -1.18  -0.18
H  -1.38  4.09  1.35  0.00
C  0.64  1.05  1.20  -0.20
H  -1.81  4.45  1.82  0.02
H  1.30  0.44  -0.92  0.13
H  1.62  1.32  1.61  0.09
C  -0.28  -3.08  -1.36  0.05
C  0.16  -0.98  -0.08  -0.04
H  0.09  0.34  1.81  0.08
H  0.93  -1.53  -2.01  0.11
H  -0.04  -3.67  -2.23  0.06
H  -0.99  1.96  -0.21  0.04